Entry 1:
59
Properties=species:S:1:pos:R:3:forces:R:3:mulliken_charge:R:1 method="wB97M-V/def2-TZVPD" total_charge=+2 lumo_energy_ev=-6.62 orbital_gap_ev=6.98 energy_ev=-66205.51835
Pb 0.101 -0.335 -0.120 0.275 0.374 0.778 0.9592
S -1.008 2.310 -0.554 -0.448 -0.195 -0.345 0.1107
S -0.815 -2.989 -0.756 -0.849 -0.319 -0.627 -0.1319
C -2.830 2.340 -0.692 0.058 0.028 0.294 -1.0507
C -0.620 2.236 -2.340 -0.118 0.202 0.022 -0.7723
C -1.170 1.020 -3.071 0.329 -0.349 -0.328 -0.7439
N -0.514 -0.229 -2.603 -0.281 0.057 -0.735 -0.0711
C -1.144 -1.462 -3.154 0.322 0.306 -0.206 -0.8228
C -0.523 -2.713 -2.553 -0.178 -0.444 0.085 -0.7640
H 0.474 2.304 -2.435 -0.276 0.045 0.018 0.3284
H -1.065 3.146 -2.759 0.259 -0.145 -0.036 0.5301
H -0.978 1.140 -4.153 -0.241 0.128 0.322 0.3441
H -2.253 0.923 -2.931 0.294 0.003 -0.070 0.3857
H -0.991 -1.485 -4.248 -0.187 -0.130 0.321 0.3766
H -2.224 -1.423 -2.969 0.314 0.043 -0.139 0.4323
H 0.571 -2.715 -2.674 -0.289 -0.085 -0.036 0.4032
H -0.931 -3.603 -3.051 0.254 0.285 -0.029 0.4579
C -2.622 -2.659 -0.681 0.212 -0.387 0.269 -0.6705
H 0.443 -0.211 -2.971 -0.218 0.002 0.084 0.2671
H -2.911 -1.729 -1.184 0.125 -0.236 0.228 0.1202
H -2.879 -2.590 0.385 0.025 -0.075 -0.336 0.3425
H -3.149 -3.516 -1.123 0.101 0.379 0.139 0.3446
H -3.218 2.403 0.331 0.028 0.010 -0.280 0.4199
H -3.238 1.450 -1.186 0.171 0.239 0.216 0.2240
H -3.117 3.245 -1.238 0.063 -0.196 0.125 0.4303
C 5.078 0.229 -1.848 0.331 -0.037 0.567 -0.4963
C 5.660 0.246 -0.638 -0.138 0.074 -0.636 -0.6336
H 4.920 1.153 -2.414 0.063 -0.319 0.203 0.3190
H 4.800 -0.707 -2.344 0.113 0.332 0.232 0.2556
H 5.997 1.186 -0.181 -0.182 -0.393 -0.197 0.2762
H 5.881 -0.670 -0.081 -0.088 0.299 -0.269 0.3227
C -0.021 -1.369 3.976 -0.098 -0.337 -0.212 -1.3194
P -0.322 -0.054 2.751 -0.064 0.556 0.781 0.6438
C -2.082 0.346 2.971 -0.181 -0.109 -0.024 -0.9528
C 0.481 1.402 3.527 0.403 0.315 -0.611 0.1106
C 0.038 1.942 4.735 0.260 0.095 -0.159 -0.6424
C 0.597 3.134 5.206 0.008 -0.177 0.026 -0.8511
C 1.618 3.761 4.489 0.002 -0.121 -0.198 -0.7025
C 2.093 3.201 3.293 -0.049 -0.038 0.174 -0.4898
C 1.533 2.019 2.803 -0.578 -0.126 0.485 0.3773
P 2.030 1.180 1.261 -0.133 0.110 0.237 0.9556
C 2.933 2.412 0.319 0.463 0.344 -0.072 -1.2339
C 3.221 -0.112 1.750 0.211 0.175 0.051 -0.9701
H -0.428 -2.306 3.564 0.171 0.183 0.378 0.4361
H -0.527 -1.112 4.919 0.207 -0.161 -0.268 0.4012
H 1.060 -1.477 4.146 -0.388 -0.019 -0.014 0.3724
H -2.230 0.833 3.941 -0.172 -0.175 -0.273 0.4752
H -2.400 1.023 2.166 -0.021 -0.175 0.293 0.0340
H -2.658 -0.587 2.927 -0.035 0.276 -0.012 0.4205
H -0.746 1.437 5.302 0.186 0.256 -0.066 0.3933
H 0.223 3.564 6.140 0.214 -0.110 -0.362 0.4091
H 2.050 4.693 4.860 -0.144 -0.332 -0.145 0.4187
H 2.899 3.689 2.744 -0.210 -0.035 0.220 0.3547
H 3.807 2.729 0.906 -0.132 0.097 -0.377 0.4219
H 3.273 1.987 -0.635 -0.045 0.130 0.331 0.1252
H 2.274 3.274 0.130 0.243 -0.229 0.084 0.4189
H 4.017 0.387 2.315 0.020 -0.338 -0.056 0.4022
H 2.741 -0.873 2.384 0.147 0.286 -0.213 0.2908
H 3.641 -0.582 0.847 -0.130 0.162 0.369 0.2072



Entry 2:
58
Properties=species:S:1:pos:R:3:forces:R:3:mulliken_spin:R:1 method="wB97M-V/def2-TZVPD" total_charge=0 multiplicity=2 lumo_energy_ev="-0.03 / -2.92" s2=0.753 orbital_gap_ev="9.00 / 6.07" energy_ev=-134879.75981
Ir 0.042 0.704 0.581 -0.369 -0.005 0.342 0.6941
O -1.061 0.643 -3.724 0.112 0.059 0.029 0.0029
As -1.615 1.504 -2.308 -0.110 0.136 0.060 -0.0003
O -1.947 3.036 -2.753 0.002 0.025 0.081 0.0029
O -0.341 1.603 -1.133 0.063 -0.443 -0.058 0.1254
C -3.161 0.703 -1.493 0.005 -0.107 -0.015 0.0014
C -4.289 1.515 -1.505 0.049 0.004 0.024 -0.0018
C -5.435 1.110 -0.838 -0.016 0.011 0.027 0.0005
C -5.456 -0.090 -0.144 -0.023 0.024 -0.006 -0.0002
C -4.335 -0.904 -0.125 -0.007 -0.090 -0.130 0.0016
C -3.201 -0.512 -0.818 0.022 0.130 -0.008 0.0016
S -1.761 -1.522 -0.730 0.356 0.366 -0.200 0.0034
O -2.164 -2.896 -0.711 0.062 -0.057 0.244 -0.0013
O -1.108 -1.098 0.564 0.272 0.429 0.204 -0.0129
O -0.871 -1.088 -1.789 -0.325 -0.334 -0.502 0.0030
H -0.988 1.329 -4.405 -0.038 0.007 0.004 -0.0006
H -4.241 2.467 -2.019 -0.011 0.000 -0.009 0.0002
H -6.310 1.746 -0.846 -0.005 -0.003 -0.007 0.0000
H -6.346 -0.394 0.389 0.000 0.006 0.012 0.0000
H -4.337 -1.847 0.405 0.008 0.000 0.000 0.0001
O -2.868 1.064 3.194 0.464 -0.136 0.000 0.0151
C -1.805 0.930 2.663 -0.080 -0.013 -0.001 0.0008
O -1.457 1.519 1.520 -0.130 0.000 -0.002 0.0589
C -0.602 0.088 3.243 -0.014 -0.134 0.305 0.0065
O -0.571 -0.365 4.351 -0.214 0.174 -0.452 0.0227
O 0.400 -0.001 2.371 0.058 0.182 0.102 0.0657
N 1.626 -0.252 -0.343 0.053 -0.106 0.226 -0.0183
C 1.754 -1.340 -0.740 -0.055 -0.043 -0.011 0.0350
N 1.961 -2.530 -1.180 -0.055 0.092 -0.121 -0.0031
C 1.627 -2.891 -2.576 0.005 0.023 0.007 0.0035
C 0.624 -4.032 -2.567 0.009 -0.017 -0.006 0.0000
O 1.092 -5.102 -1.758 -0.003 -0.009 -0.003 0.0000
C 1.188 -4.697 -0.406 0.001 0.007 0.008 -0.0004
C 2.270 -3.640 -0.259 -0.009 -0.008 0.019 0.0038
H 2.553 -3.193 -3.068 0.001 -0.004 0.004 0.0002
H 1.209 -2.014 -3.066 -0.005 -0.001 -0.002 -0.0006
H 0.509 -4.423 -3.577 0.005 0.000 0.000 0.0001
H -0.345 -3.681 -2.207 -0.003 0.003 0.009 0.0001
H 1.447 -5.577 0.180 0.003 -0.002 -0.006 0.0001
H 0.227 -4.301 -0.057 -0.001 -0.002 -0.001 0.0000
H 3.242 -4.051 -0.539 0.002 0.006 -0.002 0.0001
H 2.318 -3.252 0.757 -0.009 0.003 -0.001 -0.0002
N -0.286 4.018 0.127 0.127 -0.066 -0.004 0.0034
C 0.828 3.622 0.744 -0.213 0.153 0.010 -0.0028
N 1.174 2.375 1.008 0.144 -0.301 -0.272 -0.0086
C 2.426 2.307 1.654 -0.005 0.006 0.078 0.0050
C 3.115 1.165 2.053 -0.034 0.009 -0.043 -0.0016
C 4.334 1.309 2.688 0.030 0.019 0.009 -0.0018
C 4.882 2.566 2.941 -0.003 -0.027 -0.006 0.0003
C 4.207 3.707 2.554 -0.021 0.001 -0.018 0.0001
C 2.987 3.556 1.912 0.014 -0.028 0.035 -0.0009
S 1.949 4.818 1.318 -0.007 0.016 -0.029 -0.0004
H -0.735 3.352 -0.495 -0.049 0.064 0.027 0.0018
H -0.380 4.991 -0.110 -0.017 -0.012 0.009 -0.0010
H 2.705 0.184 1.885 -0.032 -0.007 0.025 -0.0035
H 4.868 0.423 3.002 0.000 -0.001 0.004 -0.0001
H 5.837 2.650 3.442 -0.002 -0.002 0.004 0.0000
H 4.616 4.691 2.741 -0.002 0.002 0.003 0.0000



Energy relative to the best compared isomer or geometry (same formula, charge and spin), respectively: 0.0 23.8 kJ/mol.